Entry 1:
{"formula": "C2H3NO3S", "method": "ωB97M-V with the def2-TZVPD basis set", "relative_energy_kj_mol": 493.4, "homo_ha": -0.34796, "homo_lumo_gap_ev": 9.03, "species": ["H", "S", "H", "C", "H", "C", "O", "O", "N", "O"], "positions_angstrom": [[-0.628, 1.131, -0.682], [0.954, -0.873, -0.355], [2.045, 1.126, 0.330], [-1.704, -0.633, -0.056], [-2.655, -0.333, -0.693], [-0.566, 0.236, -0.114], [1.355, 1.149, 1.043], [2.035, -0.062, -0.892], [0.716, 0.025, 1.077], [-1.552, -1.767, 0.342]], "forces_ev_per_a": [[0.68, 0.97, 0.02], [-0.71, 1.07, -0.06], [-0.23, -0.27, -0.20], [-0.82, -0.62, -1.69], [1.33, -0.18, 1.44], [1.76, -1.85, 0.84], [2.18, 2.37, 0.91], [1.38, -0.18, -2.15], [-4.90, -0.98, 0.26], [-0.69, -0.34, 0.63]], "lowdin_charge": [0.10, 1.07, 0.09, -0.35, 0.15, -0.22, -0.09, -0.49, -0.25, -0.01]}

Entry 2:
{"formula": "C2H3NO4", "method": "ωB97M-V with the def2-TZVPD basis set", "smiles": "O=C(CO)[N+](=O)[O-]", "relative_energy_kj_mol": 471.4, "homo_ha": -0.39939, "homo_lumo_gap_ev": 10.37, "species": ["N", "H", "C", "H", "H", "O", "C", "O", "O", "O"], "positions_angstrom": [[1.633, -0.376, 0.069], [-1.923, 1.214, -0.517], [0.467, 0.612, -0.097], [-0.682, -1.191, -0.482], [-0.962, -0.608, 1.069], [1.672, -1.292, -0.703], [-0.926, -0.243, 0.064], [0.524, 1.753, -0.383], [2.263, -0.269, 1.088], [-2.067, 0.401, -0.110]], "forces_ev_per_a": [[-0.45, 0.41, 0.83], [0.21, 2.32, -1.33], [-3.19, -1.20, -0.24], [-0.79, 0.86, -0.52], [0.64, -0.25, 1.13], [0.16, -0.38, -0.92], [4.40, -1.53, 0.68], [0.70, -0.09, 0.10], [0.50, 0.38, 0.35], [-2.17, -0.52, -0.09]], "lowdin_charge": [-0.36, 0.07, -0.21, 0.13, 0.12, 0.11, -0.21, 0.19, 0.12, 0.04]}

Entry 3:
{"formula": "C2H3NO4", "method": "ωB97M-V with the def2-TZVPD basis set", "relative_energy_kj_mol": 240.5, "multiplicity": 3, "homo_ha": [-0.23043, -0.38393], "homo_lumo_gap_ev": [6.75, 7.81], "species": ["H", "H", "O", "N", "C", "H", "O", "O", "C", "O"], "positions_angstrom": [[1.713, 1.303, 0.613], [-0.834, 1.113, 1.332], [0.852, -1.237, -1.014], [-2.020, 0.562, -0.274], [-1.138, 0.718, 0.477], [0.480, -2.179, -1.006], [1.493, 0.783, -0.194], [1.021, -0.964, 1.224], [1.063, -0.480, 0.117], [-2.630, 0.380, -1.274]], "forces_ev_per_a": [[-0.31, -1.04, -0.52], [0.20, 1.65, 4.09], [-0.16, 0.64, -0.67], [-6.06, 1.55, 0.58], [5.88, -1.79, -1.17], [0.85, 2.24, 1.30], [0.02, -0.83, -0.21], [0.09, 0.77, -0.35], [0.18, -1.81, 0.43], [-0.69, -1.36, -3.48]], "lowdin_charge": [0.15, 0.03, 0.08, -0.13, 0.09, 0.17, 0.08, 0.08, -0.67, 0.12]}